This record from the Open Molecules 2025 dataset describes C37H38Cl2HfO2P2 as an isolated structure in a non-equilibrium geometry. The level of theory is ωB97M-V/def2-TZVPD.

The total charge is +2. Its LUMO energy is -0.349 Ha. The strongest force on any atom is 4.5 eV Å⁻¹. The total energy comes out at -3233.59524 Eh. Its gap between HOMO and LUMO is 1.2673 eV.

```
82
Properties=species:S:1:pos:R:3:lowdin_charge:R:1
Hf 0.48 0.11 5.25 1.85
C -2.05 -0.05 6.41 -0.05
C -1.75 -0.47 5.08 -0.23
C -2.30 0.28 3.84 -0.14
C -1.51 1.51 3.35 -0.15
C -0.40 1.99 4.28 -0.23
C -0.67 2.39 5.62 -0.09
C -2.08 2.52 6.15 -0.10
C -2.72 1.22 6.77 -0.13
C 2.11 -0.56 4.03 -0.23
H -2.14 -0.82 7.19 0.13
H -1.76 -1.58 4.94 0.15
H -3.35 0.58 4.03 0.14
H -2.35 -0.46 3.02 0.10
H -1.09 1.29 2.35 0.12
H -2.21 2.36 3.18 0.15
H 0.42 2.52 3.75 0.16
H 0.02 3.10 6.09 0.15
H -2.75 2.89 5.36 0.14
H -2.08 3.29 6.95 0.15
H -2.70 1.33 7.87 0.10
H -3.79 1.18 6.51 0.17
H 2.79 -1.14 4.67 0.04
H 2.70 0.29 3.64 0.04
H 1.86 -1.19 3.17 0.03
P -0.02 -2.11 -3.42 1.00
P 1.84 0.38 -3.75 0.99
C -0.70 -0.58 -4.10 -0.33
C 0.12 0.50 -4.26 -0.36
C -0.78 -3.29 -4.62 -0.40
C -1.92 -3.01 -5.38 -0.10
C -2.48 -4.00 -6.19 -0.08
C -1.87 -5.25 -6.31 -0.07
C -0.66 -5.49 -5.63 -0.08
C -0.11 -4.51 -4.80 -0.11
C -1.00 -2.27 -1.87 -0.36
C -0.68 -1.40 -0.81 -0.10
C -1.39 -1.47 0.39 -0.12
C -2.43 -2.39 0.53 -0.11
C -2.77 -3.25 -0.53 -0.07
C -2.05 -3.20 -1.73 -0.07
C 2.53 1.09 -5.34 -0.36
C 2.45 0.31 -6.51 -0.10
C 2.91 0.82 -7.73 -0.08
C 3.45 2.11 -7.80 -0.08
C 3.52 2.89 -6.64 -0.08
C 3.07 2.38 -5.42 -0.09
C 1.96 1.84 -2.65 -0.41
C 3.13 1.91 -1.87 -0.12
C 3.34 3.00 -1.03 -0.10
C 2.38 4.02 -0.95 -0.10
C 1.21 3.94 -1.71 -0.09
C 0.99 2.85 -2.55 -0.09
H -1.75 -0.52 -4.39 0.07
H -0.22 1.44 -4.71 0.08
H -2.40 -2.04 -5.34 0.08
H -3.39 -3.78 -6.75 0.11
H -2.31 -6.02 -6.94 0.11
H -0.16 -6.45 -5.75 0.11
H 0.83 -4.69 -4.29 0.10
H 0.12 -0.66 -0.94 0.10
H -1.12 -0.80 1.22 0.05
H -2.98 -2.45 1.47 0.08
H -3.58 -3.97 -0.42 0.11
H -2.31 -3.86 -2.55 0.11
H 2.02 -0.69 -6.46 0.10
H 2.86 0.20 -8.63 0.11
H 3.80 2.52 -8.75 0.10
H 3.93 3.90 -6.68 0.10
H 3.13 2.99 -4.52 0.09
H 3.87 1.11 -1.94 0.10
H 4.27 3.07 -0.46 0.10
H 2.55 4.87 -0.30 0.10
H 0.47 4.75 -1.67 0.10
H 0.06 2.79 -3.13 0.09
Cl 1.87 1.10 10.13 0.70
C 0.81 -0.10 9.37 -0.97
Cl -0.92 0.09 9.75 0.71
C 0.90 -0.03 7.84 -0.65
O 0.62 -1.08 7.13 -0.09
O 1.16 1.04 7.21 -0.09
H 1.14 -1.11 9.65 0.10
```